Version a
The following is a DFT calculation (ωB97M-V/def2-TZVPD) of the molecule C5H8O.

ORCA input file:
```
! RIJCOSX wB97M-V def2-TZVPD def2/J DEFGRID3
* xyz 0 1
O -1.0477 -1.8038 -0.2270
C -0.4532 -0.5875 0.0389
C 0.3575 -0.1456 1.2541
C 0.5178 0.9483 0.1596
C 0.7599 -0.1570 -0.8676
C -1.0090 0.8265 -0.1141
H -0.4222 -1.9279 -0.9468
H 1.2200 -0.7807 1.4811
H -0.1897 0.1455 2.1549
H 1.0944 1.8585 0.2302
H 0.5581 0.0857 -1.9230
H 1.6992 -0.7259 -0.7807
H -1.6737 1.2033 0.6680
H -1.3736 1.0690 -1.1177
*
```

Output
LUMO level	0.964	eV
Kohn-Sham gap	11.12	eV

Version b
The following is a DFT calculation (ωB97M-V/def2-TZVPD) of a structure of composition C5H8O.

ORCA input file:
```
! RIJCOSX wB97M-V def2-TZVPD def2/J DEFGRID3
* xyz 0 1
C 1.1298 0.4249 1.2803
C 0.2495 -0.7973 1.4241
C -0.2035 0.3457 0.5860
C -1.1443 -0.3890 -0.9661
C -0.9014 0.7443 -1.8629
O 0.2445 0.6127 -1.0315
H 2.0310 0.3181 0.6821
H 1.2265 1.1115 2.1176
H -0.2842 -0.9921 2.3526
H 0.5817 -1.6914 0.9040
H -0.9949 1.0022 0.9248
H -0.7481 -1.3157 -1.4072
H -0.5864 0.5490 -2.8878
H -1.4547 1.6788 -1.7349
*
```

Output
LUMO level	1.208	eV
Kohn-Sham gap	8.86	eV

Version c
The following is a DFT calculation (ωB97M-V/def2-TZVPD) of a structure of composition C5H8O.

ORCA input file:
```
! RIJCOSX wB97M-V def2-TZVPD def2/J DEFGRID3
* xyz 0 1
O -1.3124 1.8459 0.2023
C -0.7675 0.6292 0.3771
C -1.0853 -0.6575 -0.3933
C 0.2540 -1.2871 -0.2757
C 1.3521 -0.2900 -0.4627
C 0.6872 0.4032 0.6176
H -0.6422 2.3756 -0.2777
H -0.6351 0.2600 1.5408
H -1.3373 -0.3534 -1.4199
H -1.9141 -1.2418 0.0143
H 0.4212 -2.1834 0.3150
H 1.3793 0.2293 -1.4275
H 2.3444 -0.6559 -0.2012
H 1.2556 0.9260 1.3911
*
```

Output
LUMO level	0.586	eV
Kohn-Sham gap	8.16	eV

version a is preferred energetically. Next in line: 0.0735 hartree higher.

Version a
The following is a DFT calculation (ωB97M-V/def2-TZVPD) of the molecule C6H9N.

ORCA input file:
```
! RIJCOSX wB97M-V def2-TZVPD def2/J DEFGRID3
* xyz 0 1
C -1.7910 1.1226 -0.0441
C -0.5084 1.4142 -0.2331
C 0.6107 0.4987 -0.0966
C 1.9354 1.1517 0.1606
C 0.5049 -0.8451 -0.1326
N -0.6624 -1.4877 -0.4392
C -1.0008 -2.6060 0.0282
H -2.1247 0.1289 0.2010
H -2.5542 1.8654 -0.1742
H -0.2368 2.4419 -0.4519
H 2.7449 0.4342 0.1185
H 1.9407 1.6190 1.1443
H 2.1198 1.9340 -0.5745
H 1.3907 -1.4561 0.0371
H -0.4417 -3.1747 0.7810
H -1.9271 -3.0409 -0.3246
*
```

Output
LUMO level	0.604	eV
Kohn-Sham gap	8.84	eV

Version b
The following is a DFT calculation (ωB97M-V/def2-TZVPD) of a structure of composition C6H9N.

ORCA input file:
```
! RIJCOSX wB97M-V def2-TZVPD def2/J DEFGRID3
* xyz 0 1
C 2.0370 0.0431 -0.0734
C 0.5562 -0.1596 0.0472
C -0.3934 0.5453 1.0079
C -1.0953 1.1216 -0.2195
N -0.4479 0.1069 -1.1113
C -1.0484 -1.2066 -0.6700
C -0.2123 -1.3265 0.6170
H 2.2861 1.0873 -0.3049
H 2.4359 -0.5908 -0.8760
H 2.5259 -0.2443 0.8661
H -0.0180 1.0613 1.8969
H -2.1939 1.1525 -0.2471
H -0.6924 2.1135 -0.4610
H -0.6725 -1.9995 -1.3355
H -2.1479 -1.2599 -0.6442
H -0.9189 -0.4441 1.5077
*
```

Output
LUMO level	1.024	eV
Kohn-Sham gap	9.40	eV

Version c
The following is a DFT calculation (ωB97M-V/def2-TZVPD) of the molecule C6H9N.

ORCA input file:
```
! RIJCOSX wB97M-V def2-TZVPD def2/J DEFGRID3
* xyz 0 1
C -1.3572 -0.8830 -1.8058
C -0.2908 -0.5345 -0.8173
C 1.0904 -0.3567 -1.0389
C 1.7840 -0.0556 0.1347
C 0.5929 1.4357 1.7135
C 0.6888 0.0087 1.1637
N -0.5662 -0.3555 0.4671
H -2.2917 -0.3533 -1.5930
H -1.0302 -0.6326 -2.8175
H -1.5591 -1.9596 -1.7720
H 1.5195 -0.4358 -2.0351
H -0.3492 1.6067 2.2452
H 0.6663 2.1507 0.8881
H 1.4258 1.6266 2.3928
H 0.8578 -0.7123 1.9740
H -1.4865 -0.4268 0.8754
*
```

Output
LUMO level	0.625	eV
Kohn-Sham gap	8.16	eV

version a is preferred energetically. Next in line: 0.0233 hartree higher.

Version a
The following is a DFT calculation (ωB97M-V/def2-TZVPD) of a cluster of 2 separate species, C2H6N2O2S in total.

ORCA input file:
```
! RIJCOSX wB97M-V def2-TZVPD def2/J DEFGRID3
* xyz 0 1
C -1.6616 1.3429 -0.4559
C 1.2024 0.5325 -0.2993
N 1.8614 -1.3190 0.6616
N 0.8198 -0.5398 0.0998
O -2.3971 0.8840 0.8141
O -1.6306 -1.3601 -0.4509
S -2.6177 -0.0882 -0.4414
H -2.1799 2.1843 -0.7606
H 0.6487 1.1741 -0.8814
H 2.2353 0.8540 -0.0866
H 1.6923 -1.7264 1.4967
H 2.7442 -0.7696 0.7336
H -0.7174 -1.1687 -0.4297
*
```

Output
LUMO level	0.799	eV
Kohn-Sham gap	8.93	eV

Version b
The following is a DFT calculation (ωB97M-V/def2-TZVPD) of the molecule C2H6N2O2S.

ORCA input file:
```
! RIJCOSX wB97M-V def2-TZVPD def2/J DEFGRID3
* xyz 0 1
C 0.0010 -0.8019 0.4696
C 0.2754 0.4089 -0.5074
N 0.1577 -2.0491 -0.1366
N 0.0021 1.7354 -0.1275
O -1.3251 2.1434 -0.4894
O 0.4325 2.3125 0.8855
S 1.5106 -2.9870 0.0088
H 0.8025 -0.7747 1.3595
H -0.9560 -0.7017 1.0697
H 1.3262 0.1628 -0.6266
H -1.5263 2.9172 0.0185
H -0.5584 -2.6227 -0.4993
H -0.1421 0.2568 -1.4248
*
```

Output
LUMO level (spin up / spin down)	0.142 / -1.085	eV
Kohn-Sham gap (spin up / spin down)	8.76 / 7.43	eV

version b is preferred energetically. Next in line: 0.0304 hartree higher.

Version a
The following is a DFT calculation (ωB97M-V/def2-TZVPD) of a structure of composition C5H6O2.

ORCA input file:
```
! RIJCOSX wB97M-V def2-TZVPD def2/J DEFGRID3
* xyz 0 1
O -1.7769 1.8601 1.2536
C -1.4239 0.6948 1.2189
C -0.0117 0.5537 0.7459
O 0.7571 -0.6115 1.1285
C 1.2268 -0.7514 -0.2250
C 0.1267 -1.0300 -1.1940
C 0.3686 0.3761 -0.7165
H -2.0873 -0.1030 1.5714
H 0.1194 1.6483 1.0265
H 2.2726 -1.0036 -0.3811
H 0.4531 -1.1923 -2.2206
H -0.7530 -1.5928 -0.8931
H 0.6403 1.2124 -1.3474
*
```

Output
LUMO level	0.642	eV
Kohn-Sham gap	10.43	eV

Version b
The following is a DFT calculation (ωB97M-V/def2-TZVPD) of the molecule C5H6O2.

ORCA input file:
```
! RIJCOSX wB97M-V def2-TZVPD def2/J DEFGRID3
* xyz 0 1
C -0.9731 1.5390 1.2967
C -0.2559 0.3352 0.8043
O -0.9416 -0.5953 0.2600
C -0.5331 -1.8053 -0.1530
O 0.8661 -1.8868 -0.3102
C 1.3808 -1.1034 -1.2376
C 1.8802 -0.3726 -2.0533
H -1.9777 1.5855 0.8687
H -0.4259 2.4445 1.0124
H -1.0619 1.5442 2.3917
H 0.8109 0.1846 0.9345
H -1.1081 -2.1129 -1.0218
H 2.3393 0.2433 -2.7924
*
```

Output
LUMO level (spin up / spin down)	0.343 / 0.774	eV
Kohn-Sham gap (spin up / spin down)	7.78 / 8.92	eV

Version c
The following is a DFT calculation (ωB97M-V/def2-TZVPD) of the molecule C5H6O2.

ORCA input file:
```
! RIJCOSX wB97M-V def2-TZVPD def2/J DEFGRID3
* xyz 0 1
C 1.2591 -1.3654 -1.3268
C 0.9325 -0.6105 -0.4496
C 0.3051 0.1928 0.6082
C 0.5555 1.6918 0.4869
O -1.1291 0.0180 0.6387
C -1.7608 -0.9601 -0.0433
O -2.9415 -1.1366 0.0682
H 1.4781 -2.0610 -2.1062
H 0.6733 -0.1578 1.5795
H 0.3642 2.0381 -0.5330
H 1.5841 1.9429 0.7626
H -0.1241 2.2085 1.1708
H -1.0999 -1.5506 -0.6964
*
```

Output
LUMO level	0.842	eV
Kohn-Sham gap	11.08	eV

version c is preferred energetically. Next in line: 0.0474 hartree higher.